[1]
Below is an isolated molecule of C5H10N4 in a non-equilibrium geometry, with properties calculated with the ωB97M-V functional and the def2-TZVPD basis.

Positions of all 19 atoms, in Å:
H  0.81172  -1.14137  -0.66880
H  2.75661  -0.65882  0.35825
H  -1.87922  -1.75913  -0.86830
H  -2.74858  -1.74146  0.71964
C  -3.37978  0.17319  1.87975
N  -0.54339  0.56769  -0.15701
H  -0.22385  1.37245  0.39985
C  -1.55675  -0.07786  0.51636
C  2.70152  0.47610  0.21953
N  -2.06714  0.52925  1.56510
H  1.77534  1.69608  -1.42545
C  0.49964  -0.12574  -0.99874
H  0.17525  -0.23725  -2.09520
H  2.05854  0.76459  1.03599
N  -4.45144  -0.26495  2.08775
H  2.37638  0.13623  -1.90762
H  3.72827  1.00689  0.29537
N  -1.92996  -1.36205  0.09573
C  1.89683  0.64616  -1.05222

Force components x, y, z for each atom (eV/Å):
H -0.8622 0.4878 0.2692
H 0.6541 1.4777 -0.0419
H 0.0998 1.0522 1.3653
H 2.0808 0.9080 -1.9323
C 0.7150 -1.1740 -0.3714
N 0.8797 -0.9441 0.3117
H -0.1998 -0.5096 -0.6433
C 0.1842 -1.1707 -0.9983
C 0.6406 -1.1337 0.2028
N -2.3208 -0.1600 0.0541
H -0.0732 -0.6885 0.6661
C 0.7757 0.7485 -0.9214
H 0.0176 0.3060 1.6795
H 0.1074 0.5034 0.6065
N 1.9810 1.1607 -0.2313
H 0.1402 0.2106 0.3980
H -1.8282 -1.0360 -0.3050
N -1.9351 -0.0801 1.3995
C -1.0569 0.0417 -1.5078

Computed properties:
Kohn-Sham gap (eV): 9.82

Here are the Löwdin charges for atoms 1 to 4, given in e: atom 1 (H): 0.11, atom 2 (H): 0.09, atom 3 (H): 0.12, atom 4 (H): 0.14

[2]
Below is an isolated molecule of C5H8O, with properties calculated with the ωB97M-V functional and the def2-TZVPD basis.

Positions of all 14 atoms, in Å:
C  -1.00112  -0.17093  -0.67868
O  0.84507  1.34563  -0.56332
C  -0.56116  1.20800  -0.19899
C  -0.33911  -1.11889  0.33422
H  -1.00576  2.08741  -0.65203
H  2.69127  0.49731  -0.04804
H  -2.08448  -0.34305  -0.74706
H  -0.76750  1.23776  0.89663
C  1.02903  -0.60520  0.71375
H  1.60465  -1.11636  1.46966
C  1.60540  0.39773  0.05084
H  -0.58939  -0.27787  -1.68741
H  -0.99060  -1.24519  1.20650
H  -0.18239  -2.11889  -0.09345

Force components x, y, z for each atom (eV/Å):
C 0.1200 0.0530 -0.0088
O -0.4282 -0.1032 0.3708
C 0.1153 0.1803 -0.2963
C -0.0901 -0.0776 0.0843
H -0.3223 -0.1703 -0.2367
H -0.4849 0.5823 0.2686
H 0.2682 0.2883 0.1734
H 0.7689 0.2663 -0.4761
C 0.1870 -0.2965 -0.0640
H 0.2265 -0.5267 -0.3352
C -0.1874 -0.1127 0.3946
H -0.0382 -0.2479 0.1091
H 0.0458 0.0217 -0.0432
H -0.1807 0.1430 0.0596

Computed properties:
Kohn-Sham gap (eV): 9.49

Here are the Löwdin charges for atoms 1 to 4, given in e: atom 1 (C): -0.17, atom 2 (O): -0.09, atom 3 (C): -0.18, atom 4 (C): -0.21

[3]
Below is a cluster of 2 separate species, C2HIN2O2 in total in a non-equilibrium geometry, with properties calculated with the ωB97M-V functional and the def2-TZVPD basis.

Positions of all 8 atoms, in Å:
C  -0.29424  2.29175  -0.14574
N  -0.02619  -0.00033  -0.94359
O  -0.73516  3.36464  -0.02021
O  -0.34453  1.11541  -0.25626
N  1.93266  2.56982  0.16950
I  3.58595  -0.16941  -0.00656
H  -0.53747  -0.75576  -0.46725
C  2.38481  1.52213  0.06346

Force components x, y, z for each atom (eV/Å):
C -1.1661 -0.3083 -0.0559
N 1.8502 -2.8098 -2.5207
O 0.6652 -0.2525 -0.1549
O -2.1201 2.9723 2.3790
N -0.3575 0.5236 0.0046
I -0.9567 1.1675 0.0064
H 0.1398 0.7332 0.4329
C 1.9452 -2.0261 -0.0914

Computed properties:
Kohn-Sham gap (eV): 7.26

Here are the Löwdin charges for atoms 1 to 4, given in e: atom 1 (C): -0.34, atom 2 (N): -0.02, atom 3 (O): 0.22, atom 4 (O): -0.06

[4]
Below is a structure of composition C31H28IrN5O3S2, with properties calculated with the ωB97M-V functional and the def2-TZVPD basis.

Positions of all 70 atoms, in Å:
H  5.88885  2.31226  0.61083
C  -5.49908  0.29502  -0.42538
C  -8.61921  1.23809  0.95943
H  7.31204  2.31136  2.62985
O  0.51707  -1.74511  -0.05691
C  3.86679  -3.36822  -0.79622
C  -4.03138  0.27172  -0.44044
C  1.84562  -3.77778  -2.08921
N  1.88139  1.80295  0.50169
C  0.02473  2.60049  -2.29751
H  1.16426  -4.99298  1.11694
H  -0.04955  -4.43266  -0.07219
C  -3.35646  0.88366  0.61309
C  0.51800  -4.16794  0.81692
H  2.98828  -0.10644  2.68540
H  -10.93948  -0.09826  -1.10250
C  4.74033  0.43228  3.79518
N  -6.17933  0.93617  0.54283
Ir  0.79415  0.24213  -0.30493
C  0.29871  3.91564  -2.60935
S  1.58269  -2.78524  0.46910
O  4.02111  1.77120  -0.95550
C  1.49032  2.73832  -0.49339
H  -8.49471  1.82837  1.85693
C  6.82181  1.14132  5.02255
N  0.64031  2.04383  -1.25056
C  -7.46606  0.76176  0.25236
C  -9.95076  0.13799  -0.72958
H  5.70764  -3.87711  -1.76705
H  -0.13441  -3.88467  1.63997
C  5.57441  1.79828  1.50861
C  5.96310  1.11549  3.79655
H  -8.96684  -0.93827  -2.34718
H  6.67923  2.08603  5.55218
H  -6.03194  -0.82747  -2.13684
C  2.62069  -4.23500  -3.13804
H  4.33743  -3.01948  0.11453
C  4.63046  -3.84479  -1.85225
H  0.76632  -3.75045  -2.17519
H  4.42881  -0.09714  4.68602
C  -8.83064  -0.34786  -1.45143
N  -6.30583  -0.29013  -1.32907
C  -1.97650  0.88055  0.61729
H  6.57127  0.33366  5.70676
H  2.14968  -4.57269  -4.05090
C  -1.90513  -0.28311  -1.38328
H  -1.41332  1.34374  1.41522
C  -3.28380  -0.32323  -1.45401
C  1.83418  4.04508  -0.74375
C  4.00812  -4.27315  -3.01493
H  4.60635  -4.64177  -3.83729
C  6.36382  1.78993  2.64073
C  -7.61348  -0.01969  -0.94032
C  2.48392  -3.35359  -0.92685
C  1.21075  4.63285  -1.83580
C  4.36147  1.10986  1.54235
H  7.87731  1.07165  4.76382
H  -1.29064  -0.73456  -2.15084
C  -9.84035  0.91392  0.45080
C  3.93286  0.42241  2.67954
H  -3.90207  1.35651  1.41685
H  -0.65467  1.98790  -2.87339
H  -3.73527  -0.81222  -2.30618
H  2.54155  4.57288  -0.12060
H  1.43344  5.66058  -2.08993
O  2.80625  -0.24431  -0.11314
N  -1.26308  0.30923  -0.36490
H  -0.18752  4.37614  -3.45689
H  -10.74589  1.24399  0.93980
S  3.38191  1.13011  0.13960

Force components x, y, z for each atom (eV/Å):
H 0.0000 0.0027 0.0021
C -0.0291 -0.0167 -0.0087
C -0.0034 0.0059 0.0092
H 0.0006 -0.0005 -0.0007
O -0.1515 0.2265 0.4294
C 0.0052 -0.0070 -0.0104
C 0.0167 0.0045 0.0012
C -0.0076 -0.0187 -0.0043
N -0.3002 0.1998 0.2089
C 0.0339 -0.0365 -0.0440
H 0.0019 0.0018 -0.0004
H -0.0025 0.0023 0.0024
C -0.0181 -0.0037 -0.0145
C -0.0012 0.0005 -0.0163
H -0.0013 -0.0023 0.0017
H 0.0030 -0.0039 -0.0045
C -0.0006 -0.0076 0.0080
N -0.0195 0.0071 0.0060
Ir 0.1517 -0.5631 -0.7159
C -0.0055 0.0297 0.0052
S 0.0791 -0.0775 -0.1684
O 0.0116 0.0448 0.0351
C -0.1614 -0.0441 -0.0536
H -0.0011 -0.0015 0.0001
C -0.0029 0.0034 -0.0055
N 0.3740 -0.0728 -0.0665
C 0.0207 -0.0043 -0.0019
C -0.0044 -0.0042 -0.0042
H 0.0007 -0.0003 -0.0002
H 0.0024 0.0003 -0.0010
C 0.0018 -0.0036 -0.0113
C 0.0072 0.0036 0.0046
H -0.0033 0.0011 0.0000
H -0.0011 0.0000 0.0001
H 0.0023 -0.0048 0.0015
C 0.0076 0.0059 -0.0012
H -0.0004 0.0006 0.0024
C -0.0058 0.0057 0.0012
H 0.0043 -0.0042 -0.0007
H -0.0006 0.0012 0.0000
C 0.0016 0.0028 -0.0062
N 0.0166 0.0183 -0.0027
C 0.0305 0.0261 -0.0086
H 0.0005 -0.0012 -0.0017
H 0.0017 0.0003 -0.0001
C -0.0197 -0.0186 0.0376
H 0.0020 0.0017 -0.0017
C -0.0053 -0.0008 -0.0003
C -0.0411 0.0059 0.0703
C -0.0048 0.0011 0.0036
H -0.0023 -0.0023 -0.0001
C 0.0028 -0.0035 0.0065
C -0.0008 -0.0111 0.0065
C 0.0168 0.0186 0.0256
C -0.0119 0.0154 -0.0200
C 0.0009 -0.0710 0.0208
H -0.0001 -0.0005 -0.0004
H -0.0053 -0.0031 -0.0019
C -0.0053 0.0057 0.0042
C -0.0068 0.0113 -0.0027
H -0.0030 -0.0011 -0.0002
H 0.0168 -0.0046 -0.0066
H -0.0037 0.0002 0.0017
H -0.0029 0.0013 -0.0003
H 0.0022 -0.0024 0.0034
O 0.0892 0.1732 -0.2263
N 0.0269 0.2529 0.3702
H 0.0045 -0.0045 -0.0027
H 0.0040 0.0032 0.0040
S -0.1075 -0.0832 0.1434

Computed properties:
Charge: +3
2S+1: 2
Kohn-Sham gap (spin up / spin down) (eV): 7.07 / 4.78
Expectation value of S²: 0.77

Here are the Löwdin charges for atoms 1 to 4, given in e: atom 1 (H): 0.13, atom 2 (C): -0.19, atom 3 (C): 0.08, atom 4 (H): 0.13

In the order shown, the computed relative energy (zero: lowest compared OMol25 entry of this formula, charge and spin) values come out to 27.5, 30.4, 92.2, 7.3 kcal per mole.